## w
{"formula": "C36H33InN13O2S", "method": "ωB97M-V/def2-TZVPD", "symbols": ["In", "N", "C", "C", "C", "C", "C", "C", "N", "C", "C", "C", "S", "C", "N", "H", "H", "H", "H", "H", "H", "H", "C", "N", "C", "C", "N", "N", "C", "N", "N", "H", "H", "H", "H", "H", "H", "H", "H", "H", "H", "H", "O", "N", "N", "O", "C", "C", "C", "C", "C", "C", "H", "H", "H", "H", "H", "N", "C", "C", "C", "C", "C", "C", "C", "C", "C", "C", "C", "C", "N", "C", "C", "C", "C", "N", "H", "H", "H", "H", "H", "H", "H", "H", "H", "H"], "coordinates": [[0.360, -0.095, -0.567], [-2.315, 2.162, -3.400], [-2.883, 2.312, -2.136], [-4.021, 3.020, -1.762], [-4.318, 2.956, -0.424], [-3.498, 2.282, 0.469], [-2.325, 1.649, 0.052], [-1.979, 1.705, -1.300], [-0.937, 1.115, -2.033], [-1.200, 1.433, -3.289], [-0.531, 0.995, -4.525], [-0.529, 1.802, -5.605], [0.267, 0.918, -6.864], [0.325, -0.479, -5.890], [-0.030, -0.271, -4.662], [-2.777, 2.194, -4.281], [-4.695, 3.437, -2.495], [-5.208, 3.476, -0.110], [-3.736, 2.311, 1.522], [-1.694, 1.242, 0.818], [-0.792, 2.808, -5.756], [0.684, -1.466, -6.240], [-4.167, -2.453, 0.040], [-3.102, -3.159, -0.658], [-3.330, -4.549, -1.099], [-1.911, -2.572, -0.898], [-1.602, -1.336, -0.658], [-0.950, -3.431, -1.390], [0.117, -3.069, -2.196], [0.548, -4.138, -2.930], [0.591, -1.905, -2.156], [-4.981, -3.155, 0.357], [-4.637, -1.634, -0.492], [-3.744, -2.022, 0.965], [-2.975, -5.307, -0.367], [-2.891, -4.778, -2.057], [-4.415, -4.676, -1.126], [-2.440, -0.778, -0.414], [-1.112, -4.423, -1.282], [-0.149, -4.805, -3.203], [1.378, -4.072, -3.469], [1.233, -1.656, -2.911], [1.931, 0.483, -2.022], [3.008, -0.166, -2.058], [3.125, -0.993, -1.118], [2.235, -1.090, -0.157], [4.260, -1.828, -0.931], [5.123, -2.022, -1.996], [6.227, -2.824, -1.812], [6.507, -3.370, -0.562], [5.627, -3.147, 0.486], [4.482, -2.371, 0.315], [4.940, -1.593, -2.998], [6.922, -3.043, -2.649], [7.364, -4.006, -0.415], [5.934, -3.546, 1.463], [3.761, -2.235, 1.093], [-0.324, 5.355, 8.427], [-0.151, 4.627, 7.519], [-0.073, 3.849, 6.296], [1.215, 3.549, 5.806], [1.380, 2.829, 4.634], [0.262, 2.371, 3.967], [-1.003, 2.691, 4.451], [-1.172, 3.419, 5.617], [0.351, 1.611, 2.721], [0.649, 2.370, 1.583], [1.026, 3.764, 1.572], [1.369, 4.084, 0.265], [1.174, 2.909, -0.505], [0.722, 1.917, 0.253], [0.098, 0.240, 2.701], [-0.235, -0.540, 3.835], [-0.282, -1.840, 3.437], [0.032, -1.852, 2.061], [0.245, -0.623, 1.639], [2.139, 3.887, 6.296], [2.365, 2.597, 4.254], [-1.837, 2.297, 3.913], [-2.165, 3.765, 5.891], [1.000, 4.444, 2.442], [1.650, 5.080, -0.032], [1.309, 2.835, -1.561], [-0.448, -0.146, 4.856], [-0.489, -2.653, 4.102], [0.118, -2.668, 1.345]], "homo_lumo_gap_ev": 6.87, "e_lumo_ha": -0.1000, "charge": 1}


## x
{"formula": "C36H33InN13O2S", "method": "ωB97M-V/def2-TZVPD", "symbols": ["In", "N", "C", "C", "C", "C", "C", "C", "N", "C", "C", "C", "S", "C", "N", "H", "H", "H", "H", "H", "H", "H", "C", "N", "C", "C", "N", "N", "C", "N", "N", "H", "H", "H", "H", "H", "H", "H", "H", "H", "H", "H", "O", "N", "N", "O", "C", "C", "C", "C", "C", "C", "H", "H", "H", "H", "H", "N", "C", "C", "C", "C", "C", "C", "C", "C", "C", "C", "C", "C", "N", "C", "C", "C", "C", "N", "H", "H", "H", "H", "H", "H", "H", "H", "H", "H"], "coordinates": [[14.624, 11.243, 10.190], [18.098, 10.437, 12.987], [18.005, 11.793, 13.255], [18.754, 12.604, 14.068], [18.459, 13.955, 13.980], [17.437, 14.446, 13.181], [16.642, 13.604, 12.433], [16.961, 12.239, 12.443], [16.478, 11.182, 11.694], [17.227, 10.138, 12.010], [17.115, 8.854, 11.365], [18.003, 7.821, 11.466], [17.553, 6.517, 10.399], [16.165, 7.434, 9.972], [16.091, 8.624, 10.479], [18.833, 9.818, 13.323], [19.584, 12.299, 14.663], [19.069, 14.670, 14.521], [17.184, 15.483, 13.212], [15.843, 14.004, 11.833], [18.914, 7.709, 12.062], [15.407, 7.140, 9.273], [19.124, 10.087, 6.499], [18.546, 10.700, 7.696], [19.383, 11.596, 8.450], [17.226, 10.577, 8.060], [16.634, 11.301, 8.943], [16.518, 9.603, 7.396], [15.137, 9.390, 7.484], [14.665, 8.430, 6.615], [14.352, 10.024, 8.253], [20.085, 10.587, 6.353], [18.509, 10.241, 5.617], [19.387, 9.039, 6.678], [20.424, 11.335, 8.239], [19.251, 11.426, 9.512], [19.272, 12.660, 8.197], [17.252, 12.011, 9.293], [17.042, 8.914, 6.885], [15.220, 8.126, 5.843], [13.686, 8.250, 6.561], [13.370, 9.797, 8.129], [13.765, 9.589, 11.397], [12.529, 9.626, 11.680], [11.836, 10.393, 10.929], [12.379, 11.066, 9.973], [10.434, 10.467, 11.173], [9.761, 9.590, 12.046], [8.397, 9.670, 12.236], [7.690, 10.585, 11.486], [8.328, 11.393, 10.579], [9.697, 11.371, 10.437], [10.331, 8.874, 12.591], [7.950, 8.985, 12.941], [6.616, 10.622, 11.565], [7.694, 12.007, 9.955], [10.131, 12.028, 9.726], [9.369, 20.150, 10.553], [9.927, 19.150, 10.607], [10.746, 17.953, 10.605], [12.141, 18.112, 10.509], [12.915, 16.985, 10.539], [12.339, 15.724, 10.570], [10.940, 15.564, 10.702], [10.149, 16.689, 10.681], [13.155, 14.477, 10.500], [13.303, 13.808, 11.712], [12.860, 14.291, 12.986], [13.120, 13.291, 13.920], [13.740, 12.260, 13.171], [13.850, 12.567, 11.902], [13.670, 14.194, 9.246], [13.591, 14.983, 8.057], [14.350, 14.343, 7.091], [14.850, 13.170, 7.717], [14.483, 13.077, 8.991], [12.617, 19.101, 10.533], [14.007, 17.027, 10.487], [10.566, 14.549, 10.787], [9.049, 16.645, 10.744], [12.413, 15.237, 13.183], [12.940, 13.228, 14.989], [14.108, 11.312, 13.537], [13.064, 15.935, 7.943], [14.461, 14.597, 6.042], [15.418, 12.395, 7.214]], "homo_lumo_gap_ev": 6.92, "e_lumo_ha": -0.0979, "charge": 1}


Least stable of them? w.


## w
{"formula": "C7H10", "method": "ωB97M-V/def2-TZVPD", "symbols": ["C", "C", "C", "C", "C", "C", "C", "H", "H", "H", "H", "H", "H", "H", "H", "H", "H"], "coordinates": [[-1.334, -1.130, -0.075], [-0.046, -0.723, -0.809], [0.112, 0.791, -1.136], [-0.386, 1.768, -0.085], [1.164, -1.032, -0.045], [1.601, -0.845, 1.156], [1.906, -0.737, 2.396], [-2.224, -0.898, -0.666], [-1.349, -2.211, 0.095], [-1.445, -0.647, 0.896], [-0.045, -1.262, -1.761], [-0.382, 0.986, -2.088], [-0.155, 2.792, -0.393], [-1.467, 1.706, 0.063], [0.101, 1.599, 0.878], [1.175, 0.993, -1.324], [2.776, -1.148, 2.899]], "homo_lumo_gap_ev": [7.03, 7.03], "e_lumo_ha": [-0.0359, -0.0359], "charge": 0}


## x
{"formula": "C7H10", "method": "ωB97M-V/def2-TZVPD", "symbols": ["C", "C", "C", "C", "C", "C", "C", "H", "H", "H", "H", "H", "H", "H", "H", "H", "H"], "coordinates": [[0.090, -1.015, 1.210], [0.252, -0.767, -0.114], [-0.428, -0.114, -1.311], [-1.014, 1.172, -0.775], [0.456, 1.116, -1.033], [1.205, 0.349, 0.073], [0.835, 0.244, 1.594], [-0.336, -1.818, 1.801], [-0.776, -0.538, -2.248], [-1.579, 1.764, -1.490], [-1.405, 1.220, 0.241], [0.935, 1.754, -1.767], [2.255, 0.135, -0.142], [0.138, 1.057, 1.845], [1.617, 0.186, 2.352], [-1.417, -2.321, 0.110], [-0.826, -2.425, -0.347]], "smiles": "C1=C2[C@H]3C[C@H]3[C@H]2C1.[H][H]", "homo_lumo_gap_ev": 9.56, "e_lumo_ha": 0.0403, "charge": 0}


## y
{"formula": "C7H10", "method": "ωB97M-V/def2-TZVPD", "symbols": ["C", "C", "C", "C", "C", "C", "C", "H", "H", "H", "H", "H", "H", "H", "H", "H", "H"], "coordinates": [[-1.991, -0.400, -0.495], [-0.812, -1.250, -0.994], [-1.015, 0.246, -1.390], [-0.047, 1.204, -0.807], [0.698, 0.875, 0.247], [0.705, -0.529, 0.800], [0.196, -1.649, -0.049], [-2.961, -0.696, -0.882], [-1.984, -0.107, 0.552], [-1.101, -1.974, -1.754], [-1.319, 0.406, -2.422], [0.021, 2.190, -1.260], [1.388, 1.595, 0.683], [3.181, 1.083, 2.577], [1.697, -0.781, 1.195], [0.053, -0.614, 1.692], [3.290, 0.400, 2.305]], "homo_lumo_gap_ev": 8.32, "e_lumo_ha": 0.0147, "charge": 0}


## z
{"formula": "C7H10", "method": "ωB97M-V/def2-TZVPD", "symbols": ["C", "C", "C", "C", "C", "C", "C", "H", "H", "H", "H", "H", "H", "H", "H", "H", "H"], "coordinates": [[1.657, -1.002, -0.241], [0.282, -0.489, 0.078], [0.254, 0.558, 1.231], [-0.497, 1.447, 0.256], [-1.477, 0.511, -0.417], [-1.208, -0.929, 0.027], [-0.044, 0.633, -0.910], [2.194, -1.513, 0.578], [1.724, -1.613, -1.147], [1.985, 0.052, -0.547], [-0.272, 0.250, 2.144], [1.253, 0.926, 1.477], [-0.643, 2.517, 0.294], [-2.290, 0.874, -1.032], [-1.637, -1.294, 0.966], [-1.463, -1.606, -0.794], [0.183, 0.678, -1.962]], "smiles": "C[C@]12C[C@@H]3[C@H](C1)[C@@H]32", "homo_lumo_gap_ev": 10.18, "e_lumo_ha": 0.0412, "charge": 0}


Least stable of them? x.


## w
{"formula": "C7H10", "method": "ωB97M-V/def2-TZVPD", "symbols": ["C", "C", "C", "C", "H", "H", "H", "H", "H", "H", "C", "C", "C", "H", "H", "H", "H"], "coordinates": [[-1.263, 0.262, 1.322], [-1.544, -0.548, 0.061], [-1.083, -0.203, -1.327], [-0.509, -1.228, -0.783], [-2.062, 0.996, 1.485], [-1.252, -0.398, 2.200], [-0.315, 0.806, 1.295], [-2.506, -1.063, 0.134], [-1.258, 0.358, -2.230], [0.107, -2.103, -0.908], [2.016, -0.682, 0.346], [1.853, 0.521, -0.136], [1.401, 1.612, -0.686], [2.456, -1.474, -0.253], [1.664, -0.937, 1.343], [0.401, 1.507, -1.114], [1.893, 2.574, -0.747]], "smiles": "CC1C=C1.C=C=C", "homo_lumo_gap_ev": 10.21, "e_lumo_ha": 0.0431, "charge": 0}


## x
{"formula": "C7H10", "method": "ωB97M-V/def2-TZVPD", "symbols": ["C", "C", "C", "C", "C", "C", "C", "H", "H", "H", "H", "H", "H", "H", "H", "H", "H"], "coordinates": [[1.624, -1.286, -0.066], [0.495, -0.291, -0.166], [-0.952, -0.803, -0.270], [-1.640, 0.547, -0.432], [-0.802, 1.566, 0.274], [0.398, 0.842, 0.869], [-0.775, 1.490, -1.233], [1.584, -1.878, 0.853], [1.588, -1.963, -0.926], [2.580, -0.752, -0.102], [-1.283, -1.350, 0.628], [-1.094, -1.454, -1.139], [-2.708, 0.637, -0.612], [-1.176, 2.502, 0.682], [0.218, 0.477, 1.893], [1.300, 1.463, 0.880], [0.643, 0.255, -1.133]], "homo_lumo_gap_ev": 8.66, "e_lumo_ha": 0.0004, "charge": 0}


## y
{"formula": "C7H10", "method": "ωB97M-V/def2-TZVPD", "symbols": ["C", "C", "C", "C", "C", "C", "C", "H", "H", "H", "H", "H", "H", "H", "H", "H", "H"], "coordinates": [[1.874, 0.633, 0.072], [0.513, -1.113, -0.207], [-0.539, -1.281, 0.869], [-1.355, -0.329, 0.028], [-0.565, -0.854, -1.199], [-0.951, 1.087, 0.270], [0.325, 1.459, 0.137], [2.333, 0.680, -0.920], [2.302, 1.457, 0.617], [2.232, -0.241, 0.622], [-0.327, -1.040, 1.909], [-0.965, -2.275, 0.776], [-2.420, -0.505, 0.022], [-0.367, -0.211, -2.044], [-0.961, -1.783, -1.602], [-1.740, 1.812, 0.464], [0.611, 2.504, 0.188]], "homo_lumo_gap_ev": [7.59, 7.58], "e_lumo_ha": [0.0161, 0.0161], "charge": 0}


Least stable of them? y.


## w
{"formula": "C3H5NO2S", "method": "ωB97M-V/def2-TZVPD", "symbols": ["C", "C", "C", "N", "O", "O", "S", "H", "H", "H", "H", "H"], "coordinates": [[-1.952, -1.108, 0.424], [-0.935, -0.499, 0.398], [0.250, 0.285, 0.398], [0.369, 1.309, -0.622], [2.771, 0.675, 0.256], [1.770, -1.199, -1.014], [1.925, -0.485, 0.491], [-2.584, -1.857, 0.759], [0.067, 0.705, 1.802], [1.949, -2.184, -1.104], [-0.404, 1.901, -0.813], [1.290, 1.584, -0.609]], "homo_lumo_gap_ev": 9.51, "e_lumo_ha": 0.0155, "charge": 0}


## x
{"formula": "C3H5NO2S", "method": "ωB97M-V/def2-TZVPD", "symbols": ["C", "N", "O", "C", "S", "C", "O", "H", "H", "H", "H", "H"], "coordinates": [[2.011, -1.236, -0.106], [1.074, -0.388, -0.054], [-0.127, -1.020, -0.288], [-1.269, -0.340, -0.073], [-2.691, -1.101, -0.212], [-1.104, 1.108, 0.343], [-0.404, 1.886, -0.596], [3.026, -0.913, 0.048], [1.821, -2.301, -0.235], [-0.740, 1.167, 1.383], [-2.108, 1.504, 0.345], [0.511, 1.634, -0.556]], "smiles": "C=NOC(=S)CO", "homo_lumo_gap_ev": 8.95, "e_lumo_ha": 0.0001, "charge": 0}


## y
{"formula": "C3H5NO2S", "method": "ωB97M-V/def2-TZVPD", "symbols": ["C", "C", "C", "N", "O", "O", "S", "H", "H", "H", "H", "H"], "coordinates": [[0.366, 0.506, -0.360], [-0.659, -0.153, 0.422], [1.665, -0.168, -0.076], [-1.892, -0.459, 0.007], [-2.702, -0.968, 0.771], [-2.180, -0.195, -1.159], [0.302, 2.276, 0.350], [0.080, 0.525, -1.361], [-0.579, -0.484, 1.439], [2.331, 0.518, -0.505], [1.601, -1.084, -0.590], [1.666, -0.315, 1.064]], "homo_lumo_gap_ev": [6.13, 6.17], "e_lumo_ha": [-0.1270, -0.1271], "charge": 0}


## z
{"formula": "C3H5NO2S", "method": "ωB97M-V/def2-TZVPD", "symbols": ["C", "C", "C", "N", "O", "O", "S", "H", "H", "H", "H", "H"], "coordinates": [[0.591, 0.366, -0.092], [-1.343, 1.402, -0.901], [1.044, -0.949, 0.402], [0.243, 0.715, -3.007], [1.104, 1.440, -0.010], [-0.716, 0.241, -0.407], [-0.280, 1.943, -2.410], [-2.313, 1.148, -1.195], [-1.153, 2.309, -0.227], [1.505, -1.331, -0.417], [0.177, -1.550, 0.567], [1.767, -0.986, 1.222]], "homo_lumo_gap_ev": 8.27, "e_lumo_ha": -0.0208, "charge": 0}


Least stable of them? y.